{
  "formula": "C72H168N24O24",
  "method": "the ωB97M-V functional and the def2-TZVPD basis",
  "relative_energy_kcal_mol": 39.8,
  "gap_ev": 9.10,
  "total_energy_ha": -5964.51879,
  "lumo_energy_ev": 0.24,
  "fmax_ha_per_bohr": 0.0715,
  "elements": ["C", "C", "O", "N", "C", "H", "H", "H", "H", "H", "H", "H", "C", "C", "O", "N", "C", "H", "H", "H", "H", "H", "H", "H", "C", "C", "O", "N", "C", "H", "H", "H", "H", "H", "H", "H", "C", "C", "O", "N", "C", "H", "H", "H", "H", "H", "H", "H", "C", "C", "O", "N", "C", "H", "H", "H", "H", "H", "H", "H", "C", "C", "O", "N", "C", "H", "H", "H", "H", "H", "H", "H", "C", "C", "O", "N", "C", "H", "H", "H", "H", "H", "H", "H", "C", "C", "O", "N", "C", "H", "H", "H", "H", "H", "H", "H", "C", "C", "O", "N", "C", "H", "H", "H", "H", "H", "H", "H", "C", "C", "O", "N", "C", "H", "H", "H", "H", "H", "H", "H", "C", "C", "O", "N", "C", "H", "H", "H", "H", "H", "H", "H", "C", "C", "O", "N", "C", "H", "H", "H", "H", "H", "H", "H", "C", "C", "O", "N", "C", "H", "H", "H", "H", "H", "H", "H", "C", "C", "O", "N", "C", "H", "H", "H", "H", "H", "H", "H", "C", "C", "O", "N", "C", "H", "H", "H", "H", "H", "H", "H", "C", "C", "O", "N", "C", "H", "H", "H", "H", "H", "H", "H", "C", "C", "O", "N", "C", "H", "H", "H", "H", "H", "H", "H", "C", "C", "O", "N", "C", "H", "H", "H", "H", "H", "H", "H", "C", "C", "O", "N", "C", "H", "H", "H", "H", "H", "H", "H", "C", "C", "O", "N", "C", "H", "H", "H", "H", "H", "H", "H", "C", "C", "O", "N", "C", "H", "H", "H", "H", "H", "H", "H", "C", "C", "O", "N", "C", "H", "H", "H", "H", "H", "H", "H", "C", "C", "O", "N", "C", "H", "H", "H", "H", "H", "H", "H", "C", "C", "O", "N", "C", "H", "H", "H", "H", "H", "H", "H"],
  "positions_angstrom": [[-15.6346, 0.0023, 24.9880], [-15.8594, 1.1256, 23.9874], [-16.9588, 1.3163, 23.5355], [-14.7187, 1.6988, 23.4829], [-14.8856, 2.6142, 22.4033], [-16.0561, 0.3434, 25.9342], [-14.5897, -0.2132, 25.1171], [-16.2185, -0.8759, 24.5899], [-13.9271, 1.6335, 24.1595], [-15.7187, 3.3139, 22.5468], [-15.0715, 2.0551, 21.4125], [-13.9242, 3.1752, 22.2868], [-19.6555, 3.2225, 28.7071], [-20.4214, 2.3600, 27.7480], [-21.4190, 2.7138, 27.1572], [-19.9399, 1.1679, 27.6440], [-20.4620, 0.1017, 26.8673], [-19.2510, 4.0663, 28.2272], [-18.8147, 2.5448, 29.1121], [-20.3407, 3.5331, 29.5244], [-19.0420, 0.9437, 28.0293], [-20.2905, 0.1363, 25.7633], [-21.5107, -0.0489, 26.9680], [-20.0606, -0.7895, 27.2231], [-17.1527, 6.5472, 19.2131], [-16.1530, 6.4275, 20.3207], [-14.8989, 6.4757, 20.1779], [-16.6479, 6.1954, 21.5480], [-15.6478, 5.9963, 22.6225], [-18.1413, 6.9110, 19.5064], [-17.3252, 5.5700, 18.7180], [-16.8090, 7.2613, 18.5089], [-17.6558, 6.1956, 21.8411], [-16.1573, 5.7413, 23.5579], [-14.9435, 6.8364, 22.7297], [-15.0666, 5.1282, 22.2688], [-20.6436, 11.6417, 27.5211], [-20.7228, 10.1206, 27.4175], [-21.8048, 9.5409, 27.3924], [-19.5214, 9.5213, 27.2265], [-19.4277, 8.1403, 26.9707], [-19.5901, 11.9490, 27.4133], [-21.0908, 11.9325, 28.4871], [-21.1014, 12.0480, 26.7029], [-18.6922, 10.1058, 27.1526], [-19.8974, 7.6105, 27.8030], [-18.3938, 7.7760, 26.9316], [-19.9634, 7.7389, 26.1092], [-9.8737, 14.7221, 27.9118], [-10.8118, 14.5642, 26.8099], [-11.0351, 13.5341, 26.1958], [-11.5479, 15.7116, 26.4454], [-12.7184, 15.6657, 25.6256], [-9.5001, 15.7136, 28.0007], [-9.0627, 14.0521, 27.8191], [-10.4695, 14.4233, 28.8083], [-11.2972, 16.6249, 26.7997], [-13.1726, 14.6740, 25.7591], [-12.5774, 15.8874, 24.5677], [-13.4792, 16.3063, 26.0524], [-18.0295, 4.8174, 25.1879], [-18.5070, 4.9718, 23.7523], [-18.8358, 6.0722, 23.3826], [-18.6041, 3.8694, 22.9600], [-19.4950, 3.8900, 21.7773], [-18.9479, 4.8910, 25.8039], [-17.4294, 5.6609, 25.4500], [-17.5074, 3.8388, 25.3953], [-18.1189, 3.0306, 23.2368], [-20.4688, 4.2811, 22.1134], [-19.5273, 2.8361, 21.4024], [-19.1376, 4.6484, 21.0238], [-13.5268, 11.4388, 33.9699], [-14.8570, 11.5390, 33.2449], [-14.9295, 11.5114, 32.0090], [-15.9454, 11.6303, 34.0333], [-17.2621, 11.6513, 33.4848], [-13.0488, 12.3737, 33.8716], [-12.9808, 10.6283, 33.4619], [-13.5768, 11.1076, 35.0046], [-15.8198, 11.4337, 35.0179], [-17.2789, 12.2030, 32.5306], [-17.9348, 12.2170, 34.1115], [-17.7178, 10.6156, 33.2711], [-9.9180, 7.7454, 28.6642], [-9.3270, 6.4269, 29.2010], [-8.8862, 6.2693, 30.3474], [-9.5454, 5.3453, 28.3500], [-9.1679, 3.9950, 28.6477], [-10.7729, 8.0071, 29.2702], [-10.2377, 7.6793, 27.6179], [-9.1607, 8.4992, 28.6810], [-10.0796, 5.5202, 27.5111], [-8.9435, 3.4235, 27.7955], [-9.8825, 3.4054, 29.2708], [-8.2492, 4.0765, 29.2283], [-16.7429, 3.2813, 33.2130], [-16.0640, 3.5326, 31.8895], [-16.6604, 3.3822, 30.8449], [-14.7782, 3.9062, 32.0327], [-13.8809, 4.3091, 30.9603], [-17.8342, 3.3746, 33.0350], [-16.4443, 3.9659, 34.0597], [-16.5328, 2.2983, 33.6243], [-14.5684, 4.2770, 32.9855], [-13.6434, 5.3304, 31.2884], [-14.4055, 4.3186, 30.0402], [-13.0212, 3.7274, 30.8495], [-23.2148, 5.4635, 24.8476], [-22.6672, 4.5120, 23.8199], [-22.5536, 4.8437, 22.6585], [-22.3784, 3.3166, 24.3139], [-21.9162, 2.1372, 23.5467], [-23.4110, 4.9665, 25.7521], [-24.1462, 5.8264, 24.3827], [-22.5075, 6.3194, 24.9367], [-22.3301, 3.2722, 25.3472], [-22.2472, 1.3270, 24.1431], [-20.8410, 2.0397, 23.3707], [-22.4006, 2.1255, 22.5732], [-10.6637, 11.5684, 28.9802], [-11.7573, 12.1710, 29.8666], [-11.6978, 13.3649, 30.1441], [-12.7284, 11.3962, 30.3234], [-12.8350, 9.9347, 30.3038], [-9.7524, 12.0181, 29.2877], [-10.8046, 11.7947, 27.9399], [-10.5972, 10.4708, 29.1354], [-13.4965, 11.8116, 30.8609], [-11.8978, 9.4299, 30.3354], [-13.3748, 9.6559, 29.4096], [-13.3729, 9.6166, 31.1584], [-13.0316, 3.6377, 25.5598], [-12.4792, 2.3111, 25.9963], [-12.9340, 1.2951, 25.5261], [-11.4734, 2.3757, 26.9020], [-11.0301, 1.2551, 27.7562], [-14.0756, 3.4858, 25.3624], [-12.4596, 3.8023, 24.6089], [-12.8880, 4.4144, 26.3716], [-11.3801, 3.2617, 27.2971], [-10.0530, 1.3797, 28.1933], [-11.0020, 0.3136, 27.1870], [-11.7297, 1.1017, 28.5911], [-15.4989, 7.5973, 32.4543], [-15.5034, 6.7789, 33.8081], [-14.6943, 5.9115, 34.0230], [-16.5165, 7.1809, 34.6080], [-16.7729, 6.5342, 35.8896], [-16.3084, 7.2431, 31.7985], [-14.5904, 7.4440, 31.9198], [-15.6995, 8.6530, 32.6975], [-17.2245, 7.7673, 34.1289], [-17.6852, 5.9239, 35.9382], [-16.8403, 7.3634, 36.6225], [-15.9971, 5.7823, 36.1212], [-12.1880, 6.5321, 23.4685], [-11.3756, 7.3778, 24.4093], [-11.1523, 7.1588, 25.5805], [-10.7381, 8.5162, 23.9093], [-10.9612, 9.2807, 22.7040], [-12.5693, 6.8904, 22.5318], [-13.0455, 6.2793, 24.0210], [-11.6133, 5.6114, 23.1978], [-10.2270, 9.0174, 24.6557], [-10.7453, 10.3021, 23.0419], [-11.9846, 9.2780, 22.3288], [-10.3779, 8.9834, 21.8234], [-20.4987, 9.0627, 31.3371], [-19.5392, 8.0380, 31.9422], [-18.4924, 8.4002, 32.5124], [-19.8111, 6.7258, 31.6638], [-18.9921, 5.6460, 32.1644], [-20.4376, 9.8938, 32.1232], [-21.4970, 8.8185, 31.1210], [-20.1213, 9.4768, 30.4170], [-20.7495, 6.5212, 31.2842], [-19.0479, 5.6335, 33.2542], [-17.8886, 5.7889, 31.9464], [-19.2584, 4.7326, 31.6778], [-19.3747, 10.7080, 23.2065], [-18.4776, 11.2526, 24.2835], [-18.6736, 12.3453, 24.7364], [-17.5183, 10.3688, 24.7223], [-17.1237, 9.1244, 24.1324], [-18.9351, 10.8677, 22.1749], [-20.2846, 11.2598, 23.1238], [-19.5657, 9.6588, 23.1380], [-16.8351, 10.7470, 25.3209], [-17.8862, 8.6840, 23.4777], [-16.9625, 8.3022, 24.7846], [-16.1569, 9.2438, 23.5789], [-22.7262, 6.5032, 28.3355], [-22.6885, 5.7350, 29.6104], [-22.5071, 6.2410, 30.6855], [-22.8121, 4.4085, 29.5733], [-22.9863, 3.5786, 30.6778], [-22.6120, 7.5717, 28.4715], [-23.7366, 6.4093, 27.8479], [-22.0322, 6.1977, 27.5317], [-22.8610, 4.0827, 28.6146], [-23.1141, 2.5511, 30.2907], [-23.8710, 3.8086, 31.2581], [-22.1204, 3.6745, 31.3364], [-20.2763, 1.1430, 32.3073], [-19.5878, 1.2661, 33.6293], [-18.6574, 0.6412, 34.0824], [-20.1704, 2.2467, 34.4510], [-19.5997, 2.6529, 35.7147], [-20.7294, 0.1810, 32.2243], [-19.4999, 1.2050, 31.5151], [-20.9355, 1.9115, 32.0534], [-20.7847, 2.8607, 33.9806], [-19.9034, 3.6671, 35.9113], [-18.5077, 2.7282, 35.7678], [-20.0255, 2.1034, 36.5415], [-16.6471, 5.9646, 29.0709], [-15.5106, 6.1725, 28.0662], [-14.5986, 5.3230, 28.0085], [-15.5872, 7.1828, 27.2343], [-14.3808, 7.5510, 26.3981], [-17.0659, 4.9993, 28.6967], [-17.4117, 6.7651, 28.9704], [-16.3370, 5.9356, 30.0808], [-16.2016, 7.9484, 27.5562], [-14.1817, 6.6448, 25.7476], [-13.5211, 7.6560, 27.0379], [-14.5113, 8.4270, 25.7884], [-16.8898, 9.6565, 29.9084], [-16.5423, 10.6703, 28.8608], [-16.8679, 10.5841, 27.6738], [-16.0251, 11.8216, 29.3185], [-15.5419, 12.9200, 28.4694], [-17.9094, 9.3799, 29.6733], [-16.7604, 10.0340, 30.8907], [-16.3287, 8.7608, 29.6082], [-15.7168, 11.7908, 30.2477], [-16.2206, 12.8651, 27.5777], [-14.5307, 12.8086, 28.1491], [-15.6057, 13.8799, 28.9978], [-9.0863, 9.2625, 33.0384], [-10.3901, 8.6041, 32.7798], [-11.4262, 9.2516, 32.7520], [-10.2756, 7.2171, 32.6726], [-11.5028, 6.4729, 32.4086], [-8.2042, 8.6143, 33.0473], [-9.1947, 9.8657, 33.9318], [-8.9540, 9.9768, 32.2553], [-9.3811, 6.8509, 32.4007], [-11.8451, 6.5690, 31.3588], [-12.2755, 6.8387, 33.0977], [-11.3936, 5.4120, 32.6321], [-13.1677, 9.3328, 18.8076], [-13.6752, 10.4171, 19.6916], [-13.2397, 11.5694, 19.5111], [-14.5554, 10.0368, 20.6689], [-15.5228, 10.9482, 21.2346], [-13.5693, 8.3391, 19.0057], [-12.0720, 9.3213, 18.9255], [-13.4561, 9.5756, 17.7733], [-14.8550, 9.0608, 20.7247], [-16.4032, 10.3721, 21.2190], [-15.4332, 11.8253, 20.6115], [-15.3211, 11.1579, 22.2665], [-15.7963, 1.8290, 28.7139], [-16.3433, 0.6394, 29.4817], [-17.3609, 0.0622, 29.0917], [-15.7405, 0.2585, 30.6473], [-16.3282, -0.8134, 31.5016], [-15.3856, 1.4306, 27.8059], [-15.0806, 2.3110, 29.3497], [-16.5089, 2.5658, 28.4772], [-14.9415, 0.7896, 31.0048], [-15.8024, -1.7510, 31.2379], [-17.3870, -0.9381, 31.3453], [-16.0725, -0.5501, 32.5352], [-13.0314, 10.6122, 26.3780], [-13.4390, 10.8972, 24.9655], [-14.2517, 10.1345, 24.4637], [-12.8832, 11.9340, 24.3996], [-12.9711, 12.3778, 23.0139], [-13.9351, 10.6895, 26.9960], [-12.3512, 11.3775, 26.8012], [-12.6464, 9.6309, 26.4202], [-12.1962, 12.4188, 24.9571], [-13.6142, 11.8809, 22.3049], [-11.9547, 12.4270, 22.5227], [-13.2777, 13.4200, 23.0728]]
}